1.
This record from the OMol25 dataset describes one molecule with the formula C11H10N2 in a non-equilibrium geometry. The level of theory is the ωB97M-V functional and the def2-TZVPD basis.

Structure (XYZ):
```
23
C11H10N2, DFT the ωB97M-V functional and the def2-TZVPD basis
C -3.507 -0.724 0.083
C -2.449 -1.509 -0.172
C -1.746 0.563 0.083
C -1.047 1.832 0.178
C 3.001 -0.240 0.132
C 2.306 -1.416 0.244
C 0.262 2.203 -0.087
C 2.182 0.948 0.169
C 0.880 -1.491 0.350
C 1.208 1.282 -0.727
C 0.011 -1.021 -0.544
N -3.066 0.556 0.381
N -1.305 -0.708 -0.215
H -4.502 -0.959 0.102
H -2.377 -2.524 -0.246
H -1.680 2.641 0.546
H 4.125 -0.315 0.003
H 2.778 -2.346 0.418
H 0.607 3.104 0.155
H 1.971 1.428 1.098
H 0.550 -1.633 1.306
H 1.376 1.020 -1.801
H 0.421 -0.688 -1.455
```

Values from the calculation:
- E_HOMO (eV) = -8.1

***

2.
This record from the OMol25 dataset describes one molecule with the formula C11H10N2O in a non-equilibrium geometry. The level of theory is the ωB97M-V functional and the def2-TZVPD basis.

Structure (XYZ):
```
24
C11H10N2O, DFT the ωB97M-V functional and the def2-TZVPD basis
C 1.652 0.244 -0.908
C 2.978 -0.063 -0.475
C 3.476 0.587 0.700
C 2.545 1.153 1.658
C 1.118 1.164 1.295
C 0.598 0.614 0.113
C -1.634 0.062 -0.352
C -1.448 -1.254 -0.027
C -2.635 -1.848 0.423
C -3.824 -1.131 0.329
C -2.917 0.668 -0.562
H 0.289 -0.050 -2.398
H 2.267 0.307 -2.759
H 3.678 -0.569 -1.055
H 4.540 0.433 0.923
H 2.986 1.683 2.453
H 0.463 1.777 1.998
H -0.565 -1.877 0.444
H -2.648 -2.827 1.155
H -4.677 -1.693 0.836
H -2.987 1.720 -0.895
N 1.381 -0.071 -2.119
N -4.036 0.014 -0.305
O -0.598 0.957 -0.473
```

Values from the calculation:
- E_HOMO (eV) = -7.7

***

3.
This record from the OMol25 dataset describes C11H10N3O6PdS as an isolated structure in a non-equilibrium geometry. The level of theory is the ωB97M-V functional and the def2-TZVPD basis.

Structure (XYZ):
```
32
C11H10N3O6PdS, DFT the ωB97M-V functional and the def2-TZVPD basis
Pd -0.237 -1.154 -0.610
N -1.565 -0.404 -2.015
C -2.723 -1.325 -1.943
C -3.020 -1.617 -0.467
O -4.152 -1.893 -0.069
N -1.906 -1.542 0.257
C -1.818 -1.844 1.670
C -0.381 -1.605 2.167
O -0.142 -1.695 3.359
O 0.512 -1.321 1.259
H -1.847 0.525 -1.726
H -1.161 -0.394 -2.945
H -2.418 -2.248 -2.435
H -3.624 -0.948 -2.429
H -2.047 -2.898 1.858
H -2.521 -1.259 2.265
O 1.735 -0.392 -4.161
S 1.414 -1.410 -3.190
O 0.109 -2.011 -3.349
N 1.660 -0.914 -1.652
C 2.755 -1.588 -1.108
O 3.255 -1.368 -0.033
C 3.298 -2.645 -2.038
C 4.350 -3.512 -1.792
C 4.694 -4.415 -2.788
C 4.009 -4.438 -4.004
C 2.965 -3.557 -4.250
C 2.632 -2.681 -3.236
H 4.867 -3.472 -0.843
H 5.505 -5.112 -2.625
H 4.298 -5.152 -4.764
H 2.431 -3.559 -5.191
```

Values from the calculation:
- E_HOMO (eV) = -5.4
- total charge = -1

***

> Which value of E_HOMO does entry 2 give?

-7.7 eV